A 8-piece molecular cluster, C39H58O21P overall, computed with wB97M-V/def2-TZVPD.

```
! RIJCOSX wB97M-V def2-TZVPD def2/J DEFGRID3
* xyz -1 1
C 3.513 0.629 6.048
P 2.651 0.371 4.413
C 3.998 -0.500 3.507
C 2.381 1.893 3.570
C 3.508 2.940 3.642
C 3.897 3.543 2.250
C 5.308 3.125 1.907
C 5.625 2.328 0.812
C 6.934 1.920 0.588
C 7.948 2.303 1.444
C 7.655 3.114 2.533
C 6.353 3.523 2.746
H 3.660 -0.333 6.546
H 4.520 1.058 5.911
H 2.947 1.323 6.668
H 3.683 -0.648 2.473
H 4.967 0.020 3.541
H 4.146 -1.480 3.974
H 1.462 2.320 3.991
H 3.266 3.748 4.347
H 4.405 2.456 4.043
H 3.940 4.639 2.354
H 3.181 3.283 1.471
H 4.823 2.024 0.148
H 7.149 1.282 -0.262
H 8.961 1.958 1.275
H 8.446 3.423 3.210
H 6.109 4.152 3.597
C -1.309 -1.485 1.347
C -0.038 -1.713 2.118
C 0.682 -3.011 1.817
O 1.374 -3.257 3.048
C 0.668 -2.655 4.042
O 0.866 -2.825 5.200
O -0.303 -1.875 3.523
H -1.875 -0.666 1.792
H -1.081 -1.237 0.313
H -1.938 -2.376 1.367
H 0.639 -0.859 2.015
H 1.389 -2.941 0.995
H -0.015 -3.833 1.632
C -5.544 -3.787 -2.488
C -4.326 -4.387 -1.837
C -4.307 -4.379 -0.325
O -2.894 -4.346 -0.053
C -2.282 -3.755 -1.100
O -1.145 -3.409 -1.114
O -3.148 -3.607 -2.131
H -5.364 -3.626 -3.551
H -6.395 -4.456 -2.369
H -5.785 -2.821 -2.041
H -4.151 -5.399 -2.213
H -4.774 -5.251 0.116
H -4.753 -3.471 0.087
C 7.027 7.540 2.758
C 8.161 7.423 3.738
C 7.824 7.715 5.183
O 9.083 8.167 5.704
C 9.785 8.696 4.672
O 10.792 9.317 4.795
O 9.178 8.425 3.499
H 7.406 7.549 1.737
H 6.341 6.699 2.857
H 6.474 8.469 2.914
H 8.642 6.445 3.648
H 7.477 6.848 5.739
H 7.100 8.528 5.277
C 3.846 5.881 -3.112
C 4.928 5.807 -2.069
C 4.518 6.134 -0.653
O 5.752 6.607 -0.090
C 6.493 7.119 -1.095
O 7.491 7.750 -0.946
O 5.942 6.817 -2.293
H 4.286 5.860 -4.108
H 3.162 5.040 -3.021
H 3.274 6.806 -3.021
H 5.427 4.834 -2.103
H 4.168 5.269 -0.093
H 3.781 6.938 -0.602
C -10.130 -7.511 -2.837
C -9.134 -7.814 -1.754
C -9.651 -7.739 -0.335
O -8.465 -7.409 0.404
C -7.635 -6.751 -0.431
O -6.644 -6.184 -0.090
O -8.082 -6.817 -1.701
H -9.625 -7.363 -3.791
H -10.822 -8.348 -2.915
H -10.686 -6.597 -2.616
H -8.658 -8.781 -1.932
H -10.072 -8.672 0.027
H -10.372 -6.927 -0.204
C 5.885 5.174 -7.981
C 4.382 5.264 -7.961
C 3.795 6.641 -8.192
O 2.549 6.559 -7.490
C 2.695 5.643 -6.499
O 1.921 5.464 -5.619
O 3.862 4.971 -6.651
H 6.212 4.216 -7.579
H 6.254 5.268 -9.002
H 6.331 5.960 -7.371
H 3.943 4.541 -8.655
H 3.621 6.878 -9.238
H 4.400 7.426 -7.731
C -15.730 -9.660 -0.857
C -14.484 -10.504 -0.872
C -13.695 -10.550 0.420
O -12.363 -10.803 -0.054
C -12.275 -10.311 -1.308
O -11.258 -10.197 -1.917
O -13.492 -9.957 -1.769
H -16.092 -9.500 -1.872
H -16.512 -10.156 -0.282
H -15.535 -8.682 -0.416
H -14.709 -11.516 -1.219
H -14.006 -11.335 1.103
H -13.699 -9.588 0.937
*
```

## Properties
Total energy ... -93671.80507 eV
Energy above the lowest of the compared OMol25 structures with the same formula, charge and spin ... 0.000 eV
F_max ... 0.026 hartree/bohr


C39H59BN6O6PdS2Se as an isolated structure, computed with wB97M-V/def2-TZVPD.

```
! RIJCOSX wB97M-V def2-TZVPD def2/J DEFGRID3
* xyz -1 6
Pd -0.213 -0.458 0.170
O -2.194 1.120 0.813
N -1.800 1.452 1.980
O -2.436 2.276 2.639
O -0.749 0.931 2.397
C -4.177 -5.496 1.248
C -5.487 -5.402 0.463
C -5.832 -4.011 -0.075
C -5.024 -3.547 -1.289
N -3.652 -3.131 -0.984
C -3.274 -2.053 -0.232
S -1.973 -2.276 0.857
N -3.789 -0.852 -0.396
C -4.649 -0.364 -1.466
C -6.142 -0.284 -1.117
C -6.527 0.991 -0.367
C -5.800 1.183 0.965
H -4.131 -6.431 1.811
H -4.079 -4.669 1.955
H -3.293 -5.467 0.608
H -6.305 -5.718 1.115
H -5.470 -6.112 -0.372
H -5.713 -3.273 0.727
H -6.888 -4.000 -0.365
H -5.548 -2.741 -1.783
H -4.950 -4.359 -2.015
H -3.039 -3.899 -0.758
H -3.262 -0.137 0.118
H -4.465 -0.954 -2.365
H -4.295 0.646 -1.683
H -6.420 -1.146 -0.507
H -6.722 -0.344 -2.045
H -7.607 0.968 -0.192
H -6.336 1.854 -1.014
H -5.880 0.287 1.588
H -6.229 2.018 1.522
H -4.737 1.400 0.838
C 6.415 0.484 0.526
C 6.199 -0.513 -0.620
C 4.809 -1.153 -0.649
C 3.695 -0.268 -1.188
N 3.465 0.948 -0.407
C 2.855 1.010 0.790
Se 2.172 -0.402 1.772
N 2.775 2.304 1.151
C 2.066 2.832 2.313
C 3.005 3.523 3.301
C 4.109 2.632 3.864
C 3.590 1.568 4.830
C 3.273 3.097 0.131
C 3.322 4.471 -0.026
C 3.867 4.954 -1.201
C 4.344 4.086 -2.191
C 4.271 2.712 -2.039
C 3.718 2.236 -0.863
H 7.479 0.677 0.682
H 6.005 0.088 1.460
H 5.935 1.445 0.335
H 6.936 -1.314 -0.527
H 6.399 -0.022 -1.580
H 4.536 -1.485 0.355
H 4.823 -2.046 -1.280
H 2.756 -0.814 -1.238
H 3.934 0.061 -2.199
H 1.519 2.010 2.765
H 1.320 3.533 1.935
H 2.388 3.899 4.123
H 3.456 4.395 2.819
H 4.838 3.265 4.377
H 4.645 2.154 3.036
H 2.983 2.024 5.619
H 4.417 1.036 5.307
H 2.973 0.828 4.318
H 2.922 5.141 0.725
H 3.910 6.024 -1.362
H 4.759 4.494 -3.105
H 4.615 2.046 -2.820
O 0.708 1.496 -0.582
N 0.077 2.315 -1.493
C 0.418 2.212 -2.834
C -0.325 2.835 -3.788
C -1.453 3.624 -3.437
C -1.710 3.785 -2.041
C -0.960 3.142 -1.108
H 1.281 1.594 -3.037
H -0.034 2.706 -4.825
H -2.066 4.103 -4.188
H -2.520 4.415 -1.692
H -1.126 3.216 -0.043
S 1.082 -2.481 0.105
C -4.659 -0.031 -7.072
C -3.322 0.717 -7.174
C -3.571 2.221 -6.975
C -2.767 0.506 -8.583
C -2.358 0.220 -6.092
C -1.075 -0.233 -6.384
C -0.175 -0.636 -5.381
C -0.604 -0.563 -4.083
O 0.066 -0.851 -2.924
B -0.823 -0.550 -1.848
O -2.057 -0.141 -2.425
C -1.883 -0.125 -3.780
C -2.770 0.266 -4.748
H -5.337 0.296 -7.867
H -5.152 0.151 -6.115
H -4.503 -1.109 -7.171
H -4.294 2.593 -7.709
H -2.639 2.780 -7.092
H -3.955 2.431 -5.974
H -3.502 0.849 -9.316
H -2.560 -0.550 -8.778
H -1.847 1.074 -8.743
H -0.740 -0.277 -7.412
H 0.825 -0.974 -5.626
H -3.750 0.630 -4.460
*
```

## Properties
Total energy ... -153796.68929 eV
Energy above the lowest of the compared OMol25 structures with the same formula, charge and spin ... 0.289 eV
F_max ... 0.014 hartree/bohr


A 3-piece molecular cluster, C39H59ClF2N4O11S4 overall, computed with wB97M-V/def2-TZVPD.

```
! RIJCOSX wB97M-V def2-TZVPD def2/J DEFGRID3
* xyz 0 1
C 9.555 -1.125 3.741
C 7.970 -1.131 3.884
O 7.561 0.223 4.109
C 6.147 0.330 4.286
C 5.736 1.669 5.014
C 4.289 2.164 4.656
C 4.208 2.886 3.226
C 2.862 2.411 2.570
C 2.637 2.921 1.071
C 3.784 2.136 0.244
C 4.796 3.043 -0.537
C 5.867 3.815 0.319
C 7.141 2.967 0.709
N 7.909 3.768 1.694
C 8.373 3.407 2.946
C 9.051 4.500 3.635
C 8.964 5.627 2.644
C 8.263 5.116 1.479
N 2.891 4.400 1.112
C 2.375 5.009 0.184
S 1.903 5.866 -1.095
O 1.433 2.514 0.455
C 0.222 2.593 1.173
C -0.171 1.294 2.027
O -0.728 0.301 1.159
C -2.123 0.203 1.261
F -2.716 1.454 0.906
C -2.658 -0.310 2.651
C -4.080 0.384 2.884
C -4.859 -0.217 4.114
C -6.341 0.373 4.123
S -6.537 1.832 5.205
O -5.308 2.618 5.313
O -7.562 2.687 4.591
Cl -7.251 1.277 7.086
C -2.555 -0.816 0.120
C -3.640 -1.775 0.266
C -4.047 -2.766 -0.747
C -3.220 -2.686 -1.983
C -2.196 -1.645 -1.994
N -1.840 -0.751 -1.041
C -0.084 3.878 2.028
O -0.037 3.991 3.225
N -0.585 5.062 1.278
C -2.009 5.061 1.484
O -2.731 4.786 0.570
F -2.576 5.320 2.703
H 9.863 -1.208 2.659
H 10.021 -0.210 4.186
H 10.027 -2.009 4.257
H 7.721 -1.716 4.812
H 7.563 -1.581 2.941
H 5.611 0.311 3.295
H 5.811 -0.545 4.926
H 6.449 2.517 4.844
H 5.785 1.441 6.122
H 3.837 2.772 5.480
H 3.635 1.241 4.564
H 4.264 3.997 3.358
H 5.091 2.481 2.651
H 2.002 2.608 3.257
H 2.935 1.283 2.481
H 3.286 1.463 -0.516
H 4.377 1.446 0.903
H 5.379 2.365 -1.236
H 4.305 3.794 -1.225
H 6.242 4.664 -0.329
H 5.456 4.322 1.236
H 7.763 2.753 -0.204
H 6.851 1.985 1.165
H 8.272 2.413 3.433
H 9.488 4.489 4.660
H 9.346 6.662 2.772
H 7.993 5.632 0.535
H -0.593 2.597 0.381
H -0.870 1.671 2.821
H 0.699 0.831 2.551
H -2.023 0.055 3.509
H -2.709 -1.423 2.728
H -4.704 0.375 1.940
H -3.926 1.481 3.110
H -4.364 0.196 5.039
H -4.862 -1.342 4.110
H -7.096 -0.439 4.320
H -6.557 0.737 3.076
H -4.232 -1.781 1.218
H -4.862 -3.506 -0.603
H -3.393 -3.389 -2.839
H -1.608 -1.578 -2.951
H -0.385 4.974 0.279
C -7.083 -1.511 -6.482
C -6.751 -0.745 -5.197
C -5.830 -1.635 -4.357
S -4.945 -2.675 -5.517
O -5.345 -4.046 -5.305
O -3.557 -2.277 -5.551
C -5.757 -2.067 -6.987
H -7.557 -0.870 -7.225
H -7.771 -2.331 -6.255
H -6.234 0.184 -5.451
H -7.652 -0.477 -4.643
H -5.116 -1.047 -3.782
H -6.400 -2.284 -3.690
H -5.876 -2.876 -7.706
H -5.134 -1.277 -7.409
C -4.398 -8.726 -8.229
C -3.765 -7.689 -7.295
C -4.903 -6.860 -6.690
S -6.341 -7.929 -6.663
O -7.332 -7.391 -7.564
O -6.653 -8.274 -5.297
C -5.560 -9.330 -7.450
H -3.680 -9.489 -8.533
H -4.769 -8.231 -9.131
H -3.220 -8.203 -6.498
H -3.052 -7.053 -7.822
H -4.673 -6.540 -5.677
H -5.139 -5.995 -7.308
H -6.279 -9.848 -8.082
H -5.202 -9.997 -6.663
*
```

## Properties
Structure (SMILES) ... CCOCCCCC[C@](CCCCn1cccc1)(N=C=S)O[C@@H](CO[C@](F)(CCCCS(=O)(=O)Cl)c1ccccn1)C(=O)NC(=O)F.O=S1(=O)CCCC1.O=S1(=O)CCCC1
Total energy ... -131174.58309 eV
F_max ... 0.099 hartree/bohr


C39H60BBrClF7O18Si2 as an isolated structure, computed with wB97M-V/def2-TZVPD.

```
! RIJCOSX wB97M-V def2-TZVPD def2/J DEFGRID3
* xyz 0 1
C -4.912 -4.169 4.179
C -4.225 -3.970 2.832
O -3.133 -4.879 2.561
B -2.086 -4.753 3.428
O -2.053 -5.535 4.572
Si -0.531 -3.530 3.035
Cl 0.777 -3.622 4.657
O -1.119 -1.988 2.749
Si -0.137 -0.643 2.774
C 1.674 -0.894 2.268
C 1.948 -0.996 0.791
O 2.548 -0.133 0.184
Br 1.386 -2.568 -0.216
C -0.810 0.736 1.679
C -2.047 0.398 0.834
C -3.302 0.109 1.652
C -1.834 -0.710 -0.184
C -0.024 0.144 4.556
F 0.848 -0.487 5.371
F 0.499 1.384 4.328
C -1.343 0.403 5.310
F -2.096 1.298 4.661
F -0.994 0.977 6.491
C -2.187 -0.851 5.682
F -3.107 -1.126 4.760
F -2.840 -0.589 6.830
F -1.408 -1.913 5.905
H -5.985 -4.144 4.042
H -4.650 -3.371 4.869
H -4.671 -5.114 4.633
H -3.894 -2.943 2.703
H -4.951 -4.154 2.055
H -2.018 -4.947 5.334
H 0.209 -4.086 1.896
H 2.164 0.037 2.541
H 2.195 -1.673 2.817
H -0.028 1.024 0.981
H -0.995 1.623 2.272
H -2.270 1.289 0.259
H -4.148 0.190 0.977
H -3.334 -0.896 2.056
H -3.482 0.850 2.421
H -1.612 -1.675 0.251
H -1.080 -0.400 -0.900
H -2.750 -0.799 -0.760
O 1.310 -5.031 -3.178
C 2.110 -4.460 -3.856
O 2.295 -4.742 -5.169
C 3.394 -3.973 -5.690
C 3.527 -2.782 -4.752
C 3.077 -3.378 -3.420
H 4.286 -4.603 -5.692
H 3.168 -3.682 -6.713
H 4.529 -2.358 -4.735
H 2.835 -1.994 -5.054
H 3.903 -3.843 -2.880
H 2.580 -2.649 -2.789
O -0.459 2.829 -0.694
C 0.535 3.479 -0.842
O 0.520 4.720 -1.377
C 1.867 5.209 -1.530
C 2.699 4.409 -0.541
C 1.961 3.071 -0.522
H 2.179 5.043 -2.565
H 1.888 6.276 -1.322
H 3.747 4.339 -0.823
H 2.647 4.871 0.445
H 2.312 2.395 -1.303
H 2.013 2.578 0.444
O 5.066 6.557 -2.325
C 4.418 7.352 -2.938
O 3.572 8.228 -2.342
C 2.853 8.971 -3.344
C 3.708 8.886 -4.602
C 4.362 7.515 -4.445
H 1.872 8.508 -3.477
H 2.713 9.991 -2.995
H 3.137 9.005 -5.511
H 4.474 9.663 -4.581
H 3.744 6.718 -4.861
H 5.357 7.477 -4.875
O -5.547 -6.659 3.063
C -5.040 -7.467 2.347
O -5.110 -7.379 0.996
C -4.503 -8.535 0.392
C -3.557 -9.085 1.453
C -4.280 -8.714 2.747
H -5.292 -9.243 0.129
H -3.984 -8.233 -0.514
H -3.360 -10.149 1.341
H -2.603 -8.559 1.403
H -4.998 -9.477 3.051
H -3.595 -8.499 3.562
O 4.393 1.663 4.508
C 4.412 1.438 5.681
O 5.419 1.848 6.491
C 5.221 1.337 7.821
C 3.731 1.038 7.918
C 3.394 0.650 6.480
H 5.833 0.440 7.940
H 5.549 2.083 8.540
H 3.492 0.274 8.654
H 3.189 1.945 8.188
H 3.554 -0.414 6.294
H 2.389 0.931 6.201
O -7.847 -2.099 -1.486
C -7.510 -3.238 -1.368
O -6.803 -3.692 -0.308
C -6.453 -5.079 -0.495
C -7.469 -5.610 -1.498
C -7.751 -4.372 -2.349
H -5.429 -5.130 -0.873
H -6.501 -5.592 0.456
H -7.105 -6.466 -2.063
H -8.379 -5.912 -0.977
H -7.046 -4.273 -3.175
H -8.770 -4.345 -2.723
O 5.975 7.241 -7.407
C 5.319 8.029 -8.016
O 4.465 8.897 -7.409
C 3.738 9.644 -8.404
C 4.592 9.575 -9.662
C 5.256 8.208 -9.520
H 2.760 9.177 -8.539
H 3.596 10.662 -8.049
H 4.016 9.699 -10.577
H 5.352 10.357 -9.635
H 4.644 7.408 -9.940
H 6.252 8.180 -9.951
*
```

## Properties
Total energy ... -196298.56526 eV
F_max ... 0.049 hartree/bohr


Which value of F_max does entry 3 give?
0.099 hartree/bohr